ORCA calculation (the ωB97M-V functional and the def2-TZVPD basis) on a structure of composition C17H19CdClN7O9S7.

ORCA input file:
```
! RIJCOSX wB97M-V def2-TZVPD def2/J DEFGRID3
* xyz -1 1
H -1.43 -3.51 1.36
N 2.65 0.17 0.11
Cl -1.17 2.39 -0.29
N -2.01 1.04 -3.72
O -0.51 1.48 -1.27
S -4.58 -1.68 3.50
H -1.36 -3.40 -5.40
C 1.49 -0.77 -1.52
H 0.53 -1.06 2.32
C -6.25 -1.61 2.93
S -1.75 -0.97 -5.49
S -4.18 -1.06 -0.81
O -1.96 1.54 0.58
H 4.55 0.98 0.44
C -1.06 -4.34 -0.45
H 3.67 0.52 1.89
C 2.66 -0.15 -1.24
C 3.57 0.97 0.91
H 1.83 0.09 2.67
N 3.71 0.17 -2.16
S -0.81 -5.77 -1.40
H 0.84 3.18 3.14
H -1.23 -5.23 1.37
H 3.06 5.33 3.10
C -4.59 -1.30 0.88
S -2.03 -1.47 2.01
H -1.73 1.45 -2.84
H 1.13 -1.11 -2.48
H 1.93 2.33 1.29
O 4.15 2.54 3.31
H 2.00 3.36 4.46
C -1.76 -0.27 -3.91
O -2.00 3.32 -1.01
C -1.14 -3.52 -2.50
N 0.76 -0.86 -0.38
H 2.05 4.82 1.74
O 4.65 0.84 -1.75
H -2.03 1.65 -4.52
C 1.50 3.88 3.64
S 3.81 3.39 2.19
Cd -1.68 -0.82 -0.48
C 1.48 -0.31 0.59
C 2.51 4.49 2.68
H 0.88 4.67 4.06
C 2.98 2.38 0.99
N -1.53 -1.12 -2.94
C -0.93 -4.81 -2.84
C -1.44 -2.52 -4.79
H -0.85 -5.26 -3.82
N -1.06 -4.35 0.91
N -1.21 -3.25 -1.15
O -0.14 3.08 0.46
O 4.82 4.16 1.52
C 1.02 -0.15 1.99
C -1.36 -2.41 -3.45
O 3.57 -0.19 -3.31
H 0.26 0.65 2.05
H 3.06 2.89 0.04
O -7.22 -1.73 3.65
C -3.79 -1.46 1.94
S -6.32 -1.33 1.20
*
```

LUMO level: 1.3 eV
molar mass: 837.7 g mol⁻¹
energy: -139725.1244 eV